Molecular formula: C34H49Cl24F11IN2OP
Method: DFT, ωB97M-V/def2-TZVPD

The geometry in XYZ format:
```
123
Properties=species:S:1:pos:R:3:forces:R:3:lowdin_charge:R:1
C 5.309829 -1.107227 -0.000503 0.2240 0.4795 0.2097 -0.094
H -6.974632 9.978453 -2.277586 0.0788 0.0154 -0.0264 -0.032
H -6.742818 0.955698 2.153256 0.0410 0.1058 -0.0578 -0.008
F 3.774204 -7.228017 2.401296 1.8878 1.7574 1.9131 0.068
Cl 7.177651 3.606463 2.317649 0.0607 0.1544 0.1702 0.553
H -7.649897 -0.293090 1.266882 -0.0352 0.0138 -0.1551 0.006
C 5.764619 0.020618 0.918355 -0.1533 0.3166 0.2105 -0.352
C -1.248209 2.115397 -0.357347 0.4916 0.0207 -0.0347 -0.154
H -6.015321 2.608635 -3.246297 0.0551 0.0059 -0.0322 0.025
I 0.879721 -2.447782 2.603958 0.2231 0.0809 -0.0369 1.141
H 1.113191 -2.534967 -1.720449 -0.0662 0.1487 0.1661 0.034
H 1.942199 3.144975 -0.701179 0.1701 -0.1716 0.0228 0.119
Cl -5.312552 0.707415 -4.436910 -0.0363 0.0202 -0.0289 0.501
C 4.276588 -4.957401 2.395055 0.2912 -0.0247 0.2193 -0.323
H -6.478837 1.096547 -2.428975 0.0575 -0.0826 -0.0010 -0.031
C 3.406532 0.831527 -1.750729 0.3076 0.3661 -0.0180 -0.032
C 4.890470 -2.482868 -2.774444 -0.1258 1.3092 -0.3335 -0.293
Cl -7.005269 -2.934605 0.071080 -0.1271 -0.2637 0.0963 0.503
H -6.039015 -3.875073 -1.831320 -0.5053 0.3667 0.0054 -0.104
H -7.823941 -4.059304 -1.828015 -0.0367 0.0664 0.0393 0.029
F 3.563411 -6.256921 0.513021 0.4082 0.9352 -0.6430 0.163
C -0.321219 -8.228058 -3.133070 0.0105 -0.0405 0.0726 -1.032
C 2.779396 0.449225 3.795763 0.1865 0.2823 0.4613 -0.235
H 2.090935 -1.157147 5.062997 -0.2522 0.1058 -0.2058 0.090
C 4.320323 -6.292394 1.595100 -0.2854 0.2375 1.0338 -0.546
Cl -6.817812 12.695249 -2.790120 0.0269 0.0322 0.0252 0.518
Cl -1.972500 4.304017 -2.558658 -0.1353 0.2730 -0.4189 0.598
H -8.422985 4.296875 0.641196 0.0579 0.1191 0.0265 -0.045
H -1.847100 0.108575 -0.034542 -0.0643 -0.1327 -0.1987 0.048
C 6.297427 -0.203874 2.316831 0.6895 0.1557 -0.2153 -0.017
Cl -4.295892 1.194737 3.612783 -0.0620 0.0649 0.1988 0.525
C 1.365381 1.081190 -0.342728 -0.0324 0.0545 0.1941 -0.169
C -6.993748 -3.388385 -1.639249 0.1043 -0.0105 -0.1717 -1.028
H 3.286401 1.309746 0.343795 0.4922 -0.3029 0.1051 0.118
C -3.129207 -0.135016 3.594595 0.1438 -0.0895 -0.0269 -0.980
H 6.167520 5.386260 1.161647 0.0251 0.0116 0.0847 0.029
H 5.674833 -3.180259 -2.497054 -0.0183 -0.0160 0.2553 0.033
Cl -5.284777 9.095377 -0.902361 -0.1509 0.1896 0.0744 0.481
C 1.127432 2.445509 -0.547010 -0.4197 0.0596 -0.0361 -0.030
H -3.820151 5.051641 -3.803871 -0.0166 -0.0233 0.0605 0.022
Cl 0.963933 -7.986188 -4.321088 0.0236 -0.0330 0.0093 0.505
Cl -7.712036 1.794412 0.172109 -0.0708 -0.0834 0.0090 0.563
Cl -5.459462 -0.034138 0.461765 0.0137 -0.0378 0.2555 0.485
H 7.015190 4.266492 0.067066 0.0589 -0.0476 0.0272 0.027
H 1.838881 -2.527116 -3.297926 0.1536 -0.1124 -0.0187 0.044
P 3.489405 -2.568397 -1.596261 0.2703 -2.5659 0.4290 0.991
N 2.889619 -2.004671 2.357253 0.7038 -0.8031 0.1802 -0.377
H 5.319288 -1.485899 -2.922352 0.1975 -0.0618 -0.0637 0.024
C 7.064035 4.797180 1.011065 -0.0552 0.0231 -0.1255 -1.005
F 3.563554 2.444429 2.921055 0.0645 0.4509 0.2444 0.149
H -4.186295 -5.143718 0.710272 -0.0095 0.0743 -0.0535 0.022
H -2.396927 6.092668 -4.031620 0.0552 0.0247 0.0687 0.027
C -0.166864 2.964193 -0.568643 0.3608 -0.6026 0.3023 -0.136
Cl -6.689068 11.574537 -5.495678 0.0219 0.0057 0.0035 0.503
C 0.281273 0.233678 -0.136894 -0.0928 0.5504 -0.3070 -0.060
Cl -4.313401 -5.233058 -1.634538 0.4220 -0.3500 0.0248 0.567
Cl 0.998518 -8.120477 0.307674 -0.1851 0.0719 0.0131 0.570
C 3.648592 1.447399 3.775777 -0.4459 -0.2519 -0.2495 -0.338
F 4.687675 1.554446 4.582298 0.4026 -0.0186 -0.1369 0.131
C -6.659494 8.976290 -2.012978 -0.0935 -0.0064 0.0206 -1.000
H -2.253871 2.506498 -0.346713 -0.0687 0.0015 0.0287 0.046
C 4.677929 -3.678173 1.562429 0.5233 -0.5326 -0.0860 -0.340
C 2.979538 -0.829644 4.529493 0.4076 -0.0813 0.1469 -0.137
C 3.853624 -1.628093 0.046239 -0.0967 -0.2866 -0.5415 -0.406
Cl -1.882188 0.140253 2.370480 -0.3782 -0.1858 0.8323 0.611
C -6.959183 0.538002 1.176776 0.0715 -0.1205 0.1428 -0.989
C -3.554192 -5.558651 -0.066186 0.0318 -0.0124 0.1176 -0.985
F 1.642827 0.660440 3.119697 -0.0712 -0.3619 -0.4194 0.048
Cl -8.792473 5.241556 2.758579 0.0083 -0.0616 0.0105 0.505
H 3.871185 -0.026528 -2.225626 -0.0824 -0.1392 0.1349 0.037
F 3.065166 -4.871708 2.959093 -0.1874 0.1287 -0.2266 0.114
H -4.959496 11.802887 -3.922478 -0.0606 -0.0618 0.0380 0.025
Cl -9.605251 6.268847 0.139416 -0.0224 -0.0261 -0.0458 0.498
F 5.203790 -4.162063 0.405399 -0.1650 0.0595 -0.1628 0.114
H -0.785978 -9.189824 -3.314812 -0.0153 0.0306 -0.0783 0.026
H 5.477250 -0.716005 -0.998961 -0.0763 0.1760 -0.0024 0.079
H 4.531157 -2.792346 -3.755964 -0.2268 -0.1294 0.0566 0.039
H 6.040598 -1.909038 0.091956 -0.2507 -0.3240 0.0681 0.118
H -5.471521 13.369823 -4.593934 -0.0793 0.0260 0.0029 0.023
Cl 8.458653 5.878170 0.986176 -0.0199 0.0048 -0.0240 0.516
H -3.659040 -1.051662 3.361308 -0.0204 0.0370 -0.0940 0.023
C 2.424175 -8.562351 1.258832 -0.6262 -1.0099 -0.7820 -1.024
H -0.327982 4.012762 -0.747003 0.1318 0.1415 0.1568 0.046
Cl -1.951411 -4.830544 0.055404 -0.0010 0.0006 0.0450 0.504
H 3.449275 -2.873375 4.255374 0.0498 -0.2049 -0.2142 0.106
F 5.725040 -3.102518 2.185927 -0.2079 0.2233 0.2071 0.119
Cl -4.290673 1.758367 -1.901212 0.0536 0.1644 -0.3333 0.512
N 5.771599 1.190973 0.429549 -0.1247 0.0862 -0.2351 0.161
C -9.245577 4.826846 1.102352 0.0031 0.0016 -0.0165 -1.054
H 2.648520 1.223677 -2.424418 -0.1571 -0.2151 -0.0567 0.084
H 7.047894 0.566730 2.495329 -0.0267 0.1039 0.0382 0.068
H 0.422314 -0.825827 0.010819 0.0789 0.0017 0.0417 0.060
C 2.817179 0.605922 -0.340901 -0.9898 0.6871 -0.2479 -0.302
H 2.216906 -8.360844 2.302723 -0.3926 -0.3593 -0.3139 0.041
H 3.723736 -0.639224 5.305521 0.0056 0.0262 0.0580 0.125
H -3.461105 -6.631805 0.051442 0.0496 -0.0037 -0.0983 0.027
F 5.547227 -6.691180 1.329136 0.2045 0.1944 -0.3924 0.220
H 1.705585 -0.998144 -2.449268 -0.1370 0.0087 0.1613 0.028
H 5.549690 -0.066421 3.087775 -0.1741 -0.2584 -0.0198 0.049
C -1.005721 0.766983 -0.158600 0.0288 -0.1159 -0.5473 -0.200
H 3.261543 -7.967102 0.917863 -1.3052 -1.6972 -0.7001 -0.005
H -10.128332 4.199343 1.129857 -0.0474 0.0713 0.0274 0.024
Cl -7.145930 -1.982819 -2.701094 -0.0086 -0.0141 -0.0001 0.519
C 3.564335 -1.968468 3.645829 -0.7628 0.5051 1.2102 -0.289
H -7.463117 8.447116 -1.513926 0.0781 -0.0916 0.0203 0.012
H 4.168651 1.605203 -1.686256 0.1650 -0.0746 0.0655 0.072
C -5.689925 1.613817 -2.964792 -0.0957 -0.0146 0.1006 -1.026
Cl -1.561166 -6.971753 -3.234066 -0.0582 -0.0143 0.0439 0.494
H 4.625886 -1.765185 3.592113 0.0262 -0.0744 -0.6294 0.096
O 2.812453 -0.696998 0.229877 0.4995 0.0150 -0.0581 -0.138
H 0.113982 -8.196557 -2.141580 0.0457 0.0392 -0.0904 -0.056
F 5.158167 -5.108659 3.403953 0.1358 0.0007 -0.0295 0.156
F 2.575268 -3.544938 0.700633 0.1456 -0.3493 0.0391 -0.108
C -5.807032 12.412107 -4.214991 0.0998 -0.0158 -0.0506 -1.015
Cl 2.830800 -10.272356 1.079439 0.0046 -0.1806 0.0149 0.538
Cl -6.245703 8.107505 -3.496543 -0.2603 0.1463 -0.1252 0.478
H 6.121470 1.868328 1.109375 -0.0219 -0.1992 -0.0975 -0.033
H -2.660233 -0.207839 4.569380 -0.0272 0.1170 0.0114 0.026
H 6.829610 -1.142497 2.436048 -0.2589 -0.1930 0.0582 0.075
C 1.891991 -2.062545 -2.312027 0.3214 0.6723 -0.3269 -0.253
Cl -3.632449 6.671672 -2.114144 0.2839 -0.2070 -0.0440 0.480
C 3.534101 -2.705548 1.232518 -1.1976 1.2028 -0.4241 -0.395
C -2.988116 5.541573 -3.309847 -0.0575 -0.0742 -0.0017 -0.985
```
Forces are in eV/Å.

Results
Orbital gap, eV: 6.883
Net charge: 0
HOMO, Eh: -0.268
E_LUMO, eV: -0.42